(1)
Here is a 2-piece molecular cluster, H8N2Si2 overall in a non-equilibrium geometry from the Open Molecules 2025 dataset. Energies are from ωB97M-V with the def2-TZVPD basis set.

Last column: Mulliken charge in e.
CARTESIAN COORDINATES (ANGSTROEM)
N  -0.425  0.455  1.776  -0.4092
N  -1.417  1.756  -0.291  -0.4467
Si  1.326  -1.730  -1.133  0.4312
Si  -1.899  0.610  0.938  -0.0855
H  -0.428  -0.167  2.621  0.2345
H  0.323  1.263  1.768  0.2688
H  -1.216  2.742  -0.165  0.2180
H  -1.834  1.776  -1.197  0.2260
H  2.646  -1.591  -0.532  -0.1157
H  0.732  -0.348  -1.078  -0.0927
H  1.672  -2.151  -2.432  -0.1322
H  0.521  -2.614  -0.275  -0.0963

As for the net charge: 0. The energy above the lowest of the compared OMol25 structures with the same formula, charge and spin is 47.93 kcal per mole. As for the frontier orbital gap: 9.102 eV.



(2)
Here is one molecule with the formula C26H23FN2O4S from the Open Molecules 2025 dataset. Energies are from ωB97M-V with the def2-TZVPD basis set.

Last column: Mulliken charge in e.
CARTESIAN COORDINATES (ANGSTROEM)
C  -3.636  -2.357  1.023  -1.0702
C  -2.271  -2.004  1.592  -0.4328
O  -1.320  -1.746  0.552  -0.0060
C  -0.928  -2.775  -0.185  0.8362
O  -1.196  -3.927  0.013  -0.6307
C  -0.035  -2.312  -1.345  -1.5571
N  0.360  -0.943  -1.212  0.2352
C  -0.377  0.125  -1.594  -0.2102
S  -1.932  0.016  -2.460  1.2345
O  -2.734  -1.019  -1.861  -0.5569
O  -1.638  -0.133  -3.861  -0.7241
C  -2.682  1.653  -2.137  -1.3857
C  -3.206  1.601  -0.751  0.1917
C  -2.392  1.948  0.323  -0.1124
C  -2.841  1.802  1.623  -0.6432
C  -4.112  1.300  1.835  0.4255
F  -4.550  1.139  3.103  -0.3799
C  -4.945  0.952  0.788  -0.5512
C  -4.482  1.103  -0.506  -0.3249
N  0.211  1.257  -1.320  -0.2194
C  1.391  0.937  -0.711  0.3774
C  2.284  1.980  -0.229  0.3872
C  2.240  3.239  -0.828  -0.5614
C  3.071  4.251  -0.391  -0.5861
C  3.954  4.025  0.653  -0.4208
C  3.992  2.782  1.263  -0.7844
C  3.162  1.765  0.831  -0.3068
C  1.502  -0.445  -0.632  0.0011
C  2.588  -1.290  -0.149  -0.0778
C  3.890  -1.056  -0.592  -0.0478
C  4.930  -1.850  -0.151  -0.8129
C  4.687  -2.888  0.736  -0.4033
C  3.399  -3.124  1.184  -0.9015
C  2.353  -2.332  0.746  -0.0001
H  -3.636  -3.376  0.645  0.4285
H  -4.391  -2.262  1.798  0.4091
H  -3.866  -1.684  0.200  0.1003
H  -2.304  -1.071  2.158  0.3814
H  -1.893  -2.813  2.226  0.2945
H  -0.622  -2.432  -2.261  0.6109
H  0.846  -2.959  -1.396  0.5252
H  -3.452  1.788  -2.891  0.6090
H  -1.868  2.359  -2.269  0.4428
H  -1.399  2.329  0.136  0.4896
H  -2.219  2.068  2.463  0.4691
H  -5.930  0.564  0.991  0.4607
H  -5.113  0.823  -1.335  0.3752
H  1.549  3.400  -1.641  0.4261
H  3.033  5.221  -0.865  0.3932
H  4.607  4.815  0.993  0.3964
H  4.671  2.604  2.085  0.4055
H  3.185  0.804  1.323  0.5447
H  4.073  -0.247  -1.284  0.4804
H  5.933  -1.662  -0.501  0.4130
H  5.501  -3.509  1.078  0.4037
H  3.205  -3.927  1.879  0.4335
H  1.354  -2.507  1.118  0.5264

As for the structure (SMILES): CCOC(=O)Cn1c(S(=O)(=O)Cc2ccc(F)cc2)nc(-c2ccccc2)c1-c1ccccc1. As for the net charge: 0. The energy above the lowest of the compared OMol25 structures with the same formula, charge and spin is 0.32 kcal per mole. As for the frontier orbital gap: 8.780 eV.



(3)
Here is one molecule with the formula C4H6N2O in a non-equilibrium geometry from the Open Molecules 2025 dataset. Energies are from ωB97M-V with the def2-TZVPD basis set.

Last column: Mulliken charge in e.
CARTESIAN COORDINATES (ANGSTROEM)
C  -1.112  -1.517  0.044  -0.7751
N  -0.463  -0.267  -0.079  -0.1021
C  -0.695  0.999  0.045  -0.0616
C  0.359  1.860  -0.080  -0.8398
C  1.531  0.942  0.039  -0.0112
N  1.304  -0.315  -0.108  0.4893
O  1.756  -1.443  -0.151  -0.7152
H  -0.328  -2.255  0.118  0.2708
H  -1.918  -1.532  0.717  0.3605
H  -1.569  -1.768  -0.885  0.3319
H  -1.784  1.230  -0.026  0.3642
H  0.292  2.905  0.252  0.3040
H  2.626  1.162  0.113  0.3843

As for the structure (SMILES): Cn1ccc[n+]1[O-]. As for the net charge: 0. The energy above the lowest of the compared OMol25 structures with the same formula, charge and spin is 117.20 kcal per mole. As for the frontier orbital gap: 8.804 eV.



(4)
Here is a 2-piece molecular cluster, C7H13F3N2O2S overall in a non-equilibrium geometry from the Open Molecules 2025 dataset. Energies are from ωB97M-V with the def2-TZVPD basis set.

Last column: Mulliken charge in e.
CARTESIAN COORDINATES (ANGSTROEM)
C  -0.176  -0.185  -1.500  -0.5037
C  -1.218  0.289  -0.439  -1.0428
C  0.326  -1.603  -1.092  -0.9226
C  -0.004  -1.031  1.291  -1.2029
C  -0.406  0.343  0.892  1.2694
C  -1.289  1.074  1.947  -1.4037
C  2.192  -1.817  0.357  0.7663
N  0.920  -1.567  0.226  0.2627
N  5.037  1.033  -0.699  -0.3903
O  3.482  1.543  1.296  -0.6285
O  2.400  1.576  -0.907  -0.6513
F  2.843  -2.086  1.494  -0.2081
F  2.903  -2.431  -0.608  -0.2304
F  5.755  0.332  0.207  -0.1615
S  3.328  0.932  0.016  0.9511
H  -0.613  -0.373  -2.420  0.4848
H  0.739  0.441  -1.602  0.1891
H  -1.767  1.223  -0.563  0.4716
H  -2.187  -0.294  -0.361  0.3753
H  -0.507  -2.203  -1.197  0.4369
H  1.094  -1.972  -1.871  0.3342
H  0.555  -1.032  2.231  0.4831
H  -0.788  -1.714  1.311  0.2816
H  0.634  0.776  0.621  -0.2637
H  -1.042  0.830  3.067  0.3497
H  -2.370  0.766  1.890  0.3206
H  -1.189  2.180  1.733  0.3641
H  4.844  0.664  -1.656  0.2693

As for the net charge: 0. The energy above the lowest of the compared OMol25 structures with the same formula, charge and spin is 51.17 kcal per mole. As for the frontier orbital gap (alpha / beta): 6.928 / 6.931 eV.



(5)
Here is one molecule with the formula C4H6N2 in a non-equilibrium geometry from the Open Molecules 2025 dataset. Energies are from ωB97M-V with the def2-TZVPD basis set.

Last column: Mulliken charge in e.
CARTESIAN COORDINATES (ANGSTROEM)
C  -1.765  -0.184  0.035  -1.0370
C  -0.262  -0.056  0.117  0.5009
C  0.831  -0.865  0.411  -0.5105
C  1.948  -0.157  -0.053  -0.1741
N  1.637  1.043  -0.505  -0.8624
N  0.304  1.071  -0.392  0.3109
H  -2.282  -0.080  0.991  0.2542
H  -2.158  0.595  -0.632  0.3023
H  -2.079  -1.136  -0.407  0.2756
H  1.059  -1.578  1.176  0.3063
H  2.945  -0.571  -0.108  0.4174
H  -0.180  1.918  -0.632  0.2164

As for the structure (SMILES): Cc1ccn[nH]1. As for the net charge: 0. The energy above the lowest of the compared OMol25 structures with the same formula, charge and spin is 23.73 kcal per mole. As for the frontier orbital gap: 9.973 eV.



(6)
Here is C8H15O2 as an isolated structure in a non-equilibrium geometry from the Open Molecules 2025 dataset. Energies are from ωB97M-V with the def2-TZVPD basis set.

Last column: Mulliken charge in e.
CARTESIAN COORDINATES (ANGSTROEM)
C  0.239  -0.010  0.442  0.2566
C  1.311  -0.659  -0.019  -0.7226
C  -0.988  0.132  -0.309  -0.3721
C  3.767  1.105  -0.105  -0.8265
C  2.513  -0.954  0.871  -0.6798
C  3.749  -0.462  0.053  -0.5504
C  -4.464  -0.438  -0.387  -0.3619
C  -3.172  1.018  -0.426  -0.4364
O  -4.606  -0.818  0.900  -0.3445
O  -2.092  0.648  0.194  -0.2552
H  0.361  0.317  1.440  0.3864
H  1.237  -1.042  -0.998  0.3630
H  -0.919  -0.267  -1.348  0.3137
H  2.663  1.359  -0.024  0.1874
H  4.314  1.669  0.713  0.2743
H  4.233  1.423  -0.997  0.3345
H  2.632  -0.484  1.780  0.3747
H  2.450  -2.041  0.925  0.3345
H  4.637  -0.983  0.420  0.4170
H  3.565  -0.938  -0.902  0.2940
H  -5.218  0.093  -0.979  0.3769
H  -3.885  -1.143  -1.003  0.3756
H  -3.729  1.889  -0.083  0.4276
H  -3.183  0.972  -1.453  0.4453
H  -5.414  -0.388  1.295  0.3877

As for the spin multiplicity: 3. As for the net charge: +1. The energy above the lowest of the compared OMol25 structures with the same formula, charge and spin is 16.23 kcal per mole. As for the expectation value of S²: 2.02. As for the frontier orbital gap (alpha / beta): 7.654 / 5.782 eV.



- Look up the net charge of the first one.
  0



What did the sixth record say?
Here is C8H15O2 as an isolated structure in a non-equilibrium geometry from the Open Molecules 2025 dataset. Energies are from ωB97M-V with the def2-TZVPD basis set.

Last column: Mulliken charge in e.
CARTESIAN COORDINATES (ANGSTROEM)
C  0.239  -0.010  0.442  0.2566
C  1.311  -0.659  -0.019  -0.7226
C  -0.988  0.132  -0.309  -0.3721
C  3.767  1.105  -0.105  -0.8265
C  2.513  -0.954  0.871  -0.6798
C  3.749  -0.462  0.053  -0.5504
C  -4.464  -0.438  -0.387  -0.3619
C  -3.172  1.018  -0.426  -0.4364
O  -4.606  -0.818  0.900  -0.3445
O  -2.092  0.648  0.194  -0.2552
H  0.361  0.317  1.440  0.3864
H  1.237  -1.042  -0.998  0.3630
H  -0.919  -0.267  -1.348  0.3137
H  2.663  1.359  -0.024  0.1874
H  4.314  1.669  0.713  0.2743
H  4.233  1.423  -0.997  0.3345
H  2.632  -0.484  1.780  0.3747
H  2.450  -2.041  0.925  0.3345
H  4.637  -0.983  0.420  0.4170
H  3.565  -0.938  -0.902  0.2940
H  -5.218  0.093  -0.979  0.3769
H  -3.885  -1.143  -1.003  0.3756
H  -3.729  1.889  -0.083  0.4276
H  -3.183  0.972  -1.453  0.4453
H  -5.414  -0.388  1.295  0.3877

As for the spin multiplicity: 3. As for the net charge: +1. The energy above the lowest of the compared OMol25 structures with the same formula, charge and spin is 16.23 kcal per mole. As for the expectation value of S²: 2.02. As for the frontier orbital gap (alpha / beta): 7.654 / 5.782 eV.